## 1
Entry from the OMol25 dataset: a single C4H3NO2 molecule (the ωB97M-V functional and the def2-TZVPD basis).

Cartesian coordinates (Å):
N  -1.6600  0.0445  1.4443
C  -1.0416  -0.3755  0.4054
C  -0.3500  0.6217  -0.4724
C  1.0248  0.6566  -0.6935
C  1.8361  -0.3188  -0.1845
O  2.5697  -1.1228  0.1626
O  -0.8395  -1.4724  -0.2029
H  -2.0976  -0.7314  1.9480
H  -0.9536  1.3090  -1.0743
H  1.5119  1.3890  -1.3329

Properties
Charge = 0
Gap between HOMO and LUMO (alpha / beta) = 7.361 / 7.362 eV
HOMO (alpha / beta) = -0.326 / -0.326 Eh
LUMO level (alpha / beta) = -1.5 / -1.5 eV

***

## 2
Entry from the OMol25 dataset: a single C4H3NO2 molecule (the ωB97M-V functional and the def2-TZVPD basis).

Cartesian coordinates (Å):
O  3.3919  -0.0973  0.4039
C  2.2246  -0.1562  0.3507
C  0.9014  -0.2470  0.3883
N  0.1710  -1.2626  -0.2438
C  -0.9823  -0.7532  -0.4533
C  -1.0685  0.6894  -0.0072
O  0.1089  0.8208  0.7819
H  -1.7741  -1.3025  -0.9549
H  -1.0346  1.3741  -0.8725
H  -1.9383  0.9346  0.6069

Properties
Charge = 0
Gap between HOMO and LUMO = 8.663 eV
SMILES string = O=C=C1N=CCO1
HOMO = -0.300 Eh
LUMO level = 0.5 eV

***

Most favorable first, least favorable last: 2, 1

***

## 1
Entry from the OMol25 dataset: a single C4H3NO2 molecule (the ωB97M-V functional and the def2-TZVPD basis).

Cartesian coordinates (Å):
O  0.2663  -2.2659  -1.7596
C  -0.4645  -1.6496  -1.0301
C  -0.2119  -0.2504  -0.5805
N  -0.9892  0.7495  -0.3204
C  -0.2651  1.4966  0.5973
C  0.9026  0.8670  0.8584
O  0.9656  -0.2386  0.0883
H  -1.2752  -2.1165  -0.4450
H  -0.6425  2.4056  1.0402
H  1.7138  1.0023  1.5515

Properties
Charge = 0
Gap between HOMO and LUMO = 10.133 eV
SMILES string = O=Cc1ncco1
HOMO = -0.364 Eh
LUMO level = 0.2 eV

***

## 2
Entry from the OMol25 dataset: a single C4H3NO2 molecule (the ωB97M-V functional and the def2-TZVPD basis).

Cartesian coordinates (Å):
C  0.3144  0.6846  -0.2807
C  1.2732  0.0866  -0.9035
C  -0.0540  1.8577  -0.8277
C  -0.5821  -0.0701  0.7892
N  0.8227  -1.8222  0.2456
O  -0.2292  2.7823  -1.5127
O  -0.5581  -1.3947  0.3875
H  -0.2183  0.0904  1.8653
H  -1.6848  0.2616  0.7511
H  0.9162  -2.4763  -0.5141

Properties
Charge = 0
Gap between HOMO and LUMO (alpha / beta) = 7.507 / 7.888 eV
HOMO (alpha / beta) = -0.309 / -0.324 Eh
LUMO level (alpha / beta) = -0.9 / -0.9 eV

***

## 3
Entry from the OMol25 dataset: a single C4H3NO2 molecule (the ωB97M-V functional and the def2-TZVPD basis).

Cartesian coordinates (Å):
O  -1.2726  2.7304  -1.0311
C  -0.3069  2.0879  -0.7188
C  -0.4149  0.6310  -0.2598
N  0.8405  0.0791  0.0228
C  0.6702  -1.1398  0.3898
C  -0.0104  -2.2541  0.4919
O  -1.4794  0.0547  -0.1653
H  0.7241  2.4910  -0.7328
H  1.5416  -1.8893  0.6110
H  -0.2921  -2.7908  1.3925

Properties
Charge = 0
Gap between HOMO and LUMO = 9.098 eV
HOMO = -0.367 Eh
LUMO level = -0.9 eV

***

Most favorable first, least favorable last: 1, 3, 2

***

## 1
Entry from the OMol25 dataset: 2 unconnected molecules or ions with the total composition C4H3NO2 (the ωB97M-V functional and the def2-TZVPD basis).

Cartesian coordinates (Å):
C  -1.9267  0.0990  0.1670
C  -0.3756  0.0721  -0.1269
C  0.7570  0.7950  -0.3200
C  1.7754  -0.2285  -0.1428
H  -2.4635  1.2036  1.0201
H  1.0641  1.9265  -0.0860
H  2.8695  -0.3612  -0.1864
N  1.1223  -1.4132  0.1175
O  -2.7050  -0.7650  -0.3618
O  -0.1173  -1.3283  -0.0807

Properties
Charge = 0
Gap between HOMO and LUMO = 9.629 eV
HOMO = -0.369 Eh
LUMO level = -0.4 eV

***

## 2
Entry from the OMol25 dataset: a single C4H3NO2 molecule (the ωB97M-V functional and the def2-TZVPD basis).

Cartesian coordinates (Å):
O  3.1733  1.0295  -0.1334
N  2.5706  -0.0012  0.1080
O  3.0977  -1.1188  0.0828
C  1.2218  0.0460  0.4182
C  -0.0974  -0.0903  -0.8266
C  -0.0743  0.8402  0.3713
C  -0.0361  -0.6989  0.4935
H  0.0693  -0.0711  -1.8010
H  -0.6365  1.5297  0.8166
H  -0.1675  -1.3927  1.2063

Properties
Charge = 0
Gap between HOMO and LUMO = 8.695 eV
SMILES string = O=[N+]([O-])[C@]12[C@@H]3[C@H]1[C@@H]32
HOMO = -0.340 Eh
LUMO level = -0.5 eV

***

Most favorable first, least favorable last: 1, 2

***

## 1
Entry from the OMol25 dataset: 33 unconnected molecules or ions with the total composition H66O33 (the ωB97M-V functional and the def2-TZVPD basis).

Cartesian coordinates (Å):
O  -2.7512  -1.0526  -1.4186
H  -2.0735  -1.7609  -1.3897
H  -2.3308  -0.3542  -0.8693
O  -4.4927  -1.3274  0.7064
H  -4.9602  -2.1098  0.3673
H  -3.7162  -1.3043  0.1357
O  4.2231  -3.0677  -0.6503
H  3.7287  -3.2947  -1.4272
H  3.5968  -3.1748  0.0964
O  2.2002  0.3216  -5.4861
H  2.8636  -0.0846  -4.9407
H  1.7040  -0.4010  -5.8939
O  0.0498  2.0018  1.5933
H  0.8800  2.1626  2.0487
H  -0.0578  2.7948  1.0479
O  3.0160  -0.3329  -2.0117
H  2.3673  -0.4362  -1.3037
H  3.9152  -0.3999  -1.6188
O  2.7555  2.4047  2.4050
H  3.2776  1.9904  1.6831
H  3.2953  3.1242  2.7220
O  0.6718  1.3401  -3.1750
H  -0.1376  0.8086  -3.1774
H  1.1476  1.1440  -4.0238
O  -0.2887  -2.6836  -1.4166
H  -0.1267  -2.2807  -0.5692
H  0.4880  -2.5279  -2.0167
O  -1.7925  0.6047  5.9291
H  -2.2634  0.9913  5.1789
H  -2.5006  0.3008  6.4945
O  -1.6774  -4.9197  -0.2991
H  -1.1720  -4.2527  -0.7760
H  -2.3380  -5.2002  -0.9441
O  -0.5351  -3.1325  1.5747
H  -0.5361  -4.1392  1.5148
H  -1.4562  -2.8379  1.8027
O  0.2794  4.3214  -0.2331
H  1.1323  4.0139  -0.6457
H  -0.2440  4.4191  -1.0047
O  -2.0479  -0.2948  -3.9641
H  -2.6419  0.3153  -4.3791
H  -2.4599  -0.6240  -3.1428
O  -5.6883  3.1936  1.4876
H  -6.2265  3.9788  1.6940
H  -5.0195  3.5509  0.8993
O  3.1857  -2.1711  1.7648
H  2.4625  -1.5341  1.9381
H  3.0315  -2.9267  2.3853
O  1.7107  -2.2272  -3.1279
H  2.1548  -1.3752  -2.9128
H  1.1995  -2.1325  -3.9341
O  5.3928  -0.6119  0.7217
H  5.1200  -0.3205  1.5952
H  4.6190  -1.1275  0.3866
O  -4.0608  3.3489  -1.0797
H  -4.6450  2.6284  -1.3157
H  -3.3011  3.3561  -1.6914
O  2.1235  -2.5904  4.7765
H  1.1880  -2.7348  4.8272
H  2.2579  -1.7492  5.2381
O  -5.7585  0.9513  -0.8175
H  -6.3471  1.5188  -0.3271
H  -5.4106  0.2895  -0.2111
O  -1.7351  3.2974  -3.1319
H  -1.0142  2.6790  -3.3312
H  -1.5139  4.1746  -3.4928
O  -2.8048  -1.7669  2.8931
H  -3.3887  -1.8314  2.1301
H  -2.6768  -0.8105  2.9884
O  0.7550  -0.7560  2.3943
H  0.4932  -1.6916  2.2701
H  0.9513  -0.5384  3.3550
O  -0.5398  -2.2063  5.0038
H  -0.8013  -1.3796  5.5427
H  -1.3072  -2.3333  4.4308
O  -2.1889  1.4437  3.4584
H  -1.4421  1.5265  2.8183
H  -2.9367  1.5116  2.8701
O  4.7255  2.3177  0.2958
H  4.1766  1.8581  -0.3536
H  5.5074  1.7171  0.3025
O  -0.2736  -1.7094  -5.9553
H  -0.7352  -1.6984  -6.7723
H  -0.8269  -1.2436  -5.3733
O  0.8808  0.6447  5.2685
H  1.3568  1.3973  5.5760
H  -0.0470  0.7078  5.5240
O  4.7276  -0.8544  -4.4039
H  5.2669  -1.0893  -5.1772
H  5.3219  -0.8372  -3.6669
O  2.1758  3.1273  -1.7553
H  2.9495  3.5342  -2.1797
H  1.8620  2.4772  -2.4163
O  -2.1059  1.3365  -0.2113
H  -1.5152  1.5699  0.5218
H  -2.7417  2.0655  -0.2673
O  0.9020  0.0193  -0.2074
H  0.7825  0.9154  -0.5319
H  0.7797  0.0453  0.7636

Properties
Charge = 0
Gap between HOMO and LUMO = 10.508 eV
HOMO = -0.386 Eh
LUMO level = 0.0 eV

***

## 2
Entry from the OMol25 dataset: 33 unconnected molecules or ions with the total composition H66O33 (the ωB97M-V functional and the def2-TZVPD basis).

Cartesian coordinates (Å):
O  -4.5301  1.1749  -3.8338
H  -4.5568  0.4540  -4.4629
H  -3.5975  1.3203  -3.6748
O  -0.0258  0.3216  0.1789
H  -0.2279  0.2570  -0.7545
H  -0.2875  -0.5253  0.5402
O  -0.8312  -5.4108  2.0626
H  -1.6935  -5.0084  1.9588
H  -0.2626  -4.9149  1.4735
O  1.9449  -2.0179  -1.2217
H  1.1475  -1.4936  -1.2960
H  2.2219  -1.9058  -0.3123
O  -0.9270  5.1737  1.9341
H  -0.0288  4.8445  1.9007
H  -1.4259  4.4686  2.3465
O  0.2285  3.3239  -1.9989
H  0.0463  2.4758  -1.5942
H  0.6408  3.1071  -2.8351
O  1.6670  4.6647  0.2025
H  0.9125  4.2988  -0.2590
H  2.0853  5.2390  -0.4389
O  -3.4104  -4.2527  0.8595
H  -3.5833  -3.6758  0.1155
H  -4.2279  -4.2538  1.3574
O  1.3610  -0.8956  4.2748
H  1.2103  -1.6585  4.8329
H  2.1690  -0.5081  4.6112
O  3.2015  2.5171  -2.4397
H  3.9049  3.0292  -2.8386
H  2.5108  3.1555  -2.2619
O  3.4708  3.9488  3.0892
H  2.7894  3.3130  2.8711
H  2.9922  4.7131  3.4102
O  2.9260  -4.6603  -1.4407
H  2.6159  -3.7843  -1.6702
H  2.1699  -5.2287  -1.5874
O  0.7809  2.8044  -4.5808
H  0.5716  3.6041  -5.0634
H  1.5450  2.4451  -5.0317
O  4.7679  -1.0259  -1.4997
H  3.8405  -1.2200  -1.6354
H  5.1945  -1.3172  -2.3055
O  0.5343  3.2518  4.0938
H  -0.4167  3.3474  4.0410
H  0.7794  2.8321  3.2692
O  1.3688  2.2516  1.8591
H  1.6261  2.8318  1.1426
H  1.0036  1.4809  1.4245
O  -0.9260  0.9721  5.6572
H  -0.1294  0.5649  5.3168
H  -1.4382  1.1862  4.8774
O  0.3239  -5.7323  -1.1634
H  -0.2170  -6.5124  -1.2862
H  -0.1941  -5.0197  -1.5376
O  2.2518  -1.8366  1.6621
H  1.5159  -1.3506  2.0341
H  2.0484  -2.7546  1.8416
O  -4.6278  0.5927  1.0368
H  -4.5733  1.5335  0.8688
H  -5.5548  0.4340  1.2149
O  1.7712  -4.7356  1.3233
H  1.9400  -5.5787  1.7439
H  1.6603  -4.9478  0.3965
O  2.6124  0.0975  -3.2824
H  3.2470  -0.0444  -3.9848
H  2.9296  0.8770  -2.8263
O  -0.6483  -1.8792  -4.1708
H  -0.9937  -2.7660  -4.0675
H  -1.2893  -1.4352  -4.7259
O  -4.1676  -1.7346  -0.4872
H  -5.0895  -1.7967  -0.7372
H  -4.0957  -0.8896  -0.0433
O  -2.1469  3.4455  3.6397
H  -2.6911  3.6550  4.3988
H  -2.6848  2.8525  3.1151
O  -1.1468  -2.3508  1.0020
H  -1.5141  -2.6013  1.8497
H  -1.7687  -2.6938  0.3603
O  4.5766  0.2733  1.1335
H  3.8005  -0.2869  1.1199
H  4.8944  0.2650  0.2307
O  2.2187  -2.7094  -4.0492
H  1.8125  -2.1732  -4.7302
H  1.8197  -2.4049  -3.2342
O  -0.2414  0.0563  -2.5189
H  0.6958  0.1314  -2.6987
H  -0.4723  -0.8249  -2.8128
O  -1.9566  4.9543  -2.8898
H  -1.2410  4.4252  -2.5373
H  -2.7375  4.4147  -2.7661
O  -1.8451  -2.0029  4.7091
H  -1.9121  -1.5396  5.5440
H  -2.2407  -1.4080  4.0721
O  -1.7786  2.0933  -3.7616
H  -1.0656  1.7140  -3.2478
H  -1.3392  2.5829  -4.4570
O  -3.7222  -0.3467  3.4681
H  -3.9671  0.4005  4.0141
H  -3.8982  -0.0575  2.5727

Properties
Charge = 0
Gap between HOMO and LUMO = 8.613 eV
HOMO = -0.353 Eh
LUMO level = -1.0 eV

***

Most favorable first, least favorable last: 1, 2